ORCA calculation (ωB97M-V with the def2-TZVPD basis set) on 10 unconnected molecules or ions with the total composition C36H102N8O12 in a non-equilibrium geometry.

Geometry as XYZ:
```
158
Properties=species:S:1:pos:R:3:forces:R:3:mulliken_charge:R:1
C 3.673670 5.078889 -6.370616 -0.043 0.500 0.389 -1.36
C 2.617632 5.274382 -5.268929 0.431 1.432 -0.736 -0.19
C 2.031366 4.036719 -4.650240 -0.384 0.968 0.413 -0.34
O 3.006646 3.508576 -3.772114 -0.323 -0.165 -0.534 -0.39
C 2.561377 2.328503 -3.150575 -0.017 -0.997 0.758 -0.50
N 3.226439 6.203446 -4.209163 0.256 -0.832 -0.041 -0.27
H 2.629201 6.429048 -3.412971 -0.265 0.011 -0.186 0.33
H 4.042116 5.719935 -3.825584 0.198 0.266 -0.008 0.35
H 3.494060 7.064548 -4.687829 0.249 0.087 0.241 0.38
H 3.910830 6.030058 -6.852812 -0.327 0.055 -0.086 0.47
H 3.232750 4.431351 -7.124429 0.304 -0.137 -0.045 0.36
H 4.649660 4.741305 -6.019996 -0.239 -0.594 0.128 0.35
H 1.861259 5.940084 -5.688807 -0.444 -0.556 -0.091 0.38
H 1.638672 3.437757 -5.479975 0.646 -0.642 0.093 0.31
H 1.114466 4.307435 -4.108090 0.112 0.007 0.343 0.42
H 2.495905 1.487008 -3.848231 -0.265 0.226 -0.171 0.15
H 1.619021 2.457561 -2.605956 -0.179 0.105 -0.394 0.26
H 3.252160 1.969202 -2.383761 0.382 0.524 -0.186 0.25
C -1.107141 -3.110576 2.257851 -0.620 -0.052 -0.240 -1.73
C 0.228404 -3.013063 2.968385 -0.544 -1.195 0.169 1.85
C 0.203600 -2.213221 4.262320 0.353 0.120 -0.073 -1.05
O 1.513062 -1.996670 4.729194 0.508 0.316 -0.865 -0.31
C 1.546486 -1.245998 5.941784 -0.692 -1.103 0.906 -0.84
N 0.723305 -4.429053 3.352357 0.128 -0.463 0.113 -0.13
H -0.007032 -5.122643 3.545301 -0.356 0.520 0.505 0.38
H 1.268513 -4.942927 2.656404 0.293 0.571 -0.154 0.33
H 1.311043 -4.296833 4.182896 0.092 -0.347 0.025 0.37
H -0.969576 -3.631929 1.309611 -0.015 0.315 -0.180 0.31
H -1.511462 -2.112032 2.091732 0.436 0.089 -0.386 0.22
H -1.955400 -3.615664 2.728647 0.498 -0.275 0.685 0.71
H 0.953544 -2.695468 2.223070 0.105 0.600 0.340 -0.96
H -0.305065 -2.743457 5.075640 -0.692 -0.041 -0.335 0.52
H -0.308206 -1.277625 4.014006 -0.054 0.072 0.268 0.46
H 2.531055 -0.820129 6.109606 -0.104 0.244 -0.374 0.28
H 1.358299 -1.937124 6.773526 0.154 0.001 0.025 0.42
H 0.700803 -0.554467 5.996103 0.414 0.485 -0.309 0.28
C 0.884457 -7.792727 -3.508476 -0.147 1.435 0.685 -1.29
C -0.412594 -6.960296 -3.492781 0.903 0.418 0.093 -0.15
C -0.428864 -5.808418 -2.479081 0.514 0.097 1.412 -0.41
O 0.668495 -4.920566 -2.603854 -0.257 0.403 -1.576 -0.46
C 0.747175 -3.881000 -1.631651 0.177 -0.635 0.081 -0.35
N -0.516403 -6.333730 -4.882668 -0.561 -1.377 -0.732 -0.27
H -0.652473 -7.047815 -5.613246 0.113 -0.399 0.379 0.39
H -1.356687 -5.771125 -5.016792 0.432 0.726 0.220 0.32
H 0.384465 -5.929701 -5.145943 -0.242 0.757 0.261 0.35
H 1.076061 -8.257098 -4.472526 -0.199 -0.605 0.255 0.39
H 0.887524 -8.434004 -2.630808 -0.019 -0.545 -0.413 0.39
H 1.701523 -7.087177 -3.331022 0.091 -0.045 -0.150 0.37
H -1.304157 -7.556693 -3.307032 -0.050 -0.058 -0.312 0.43
H -0.324646 -6.189243 -1.455674 -0.402 -0.725 -0.131 0.57
H -1.404339 -5.305354 -2.472088 0.044 0.264 -0.366 0.02
H 1.537765 -3.180241 -1.893775 0.098 -0.235 -0.276 0.14
H 1.020128 -4.386228 -0.698108 -0.283 0.391 0.351 0.47
H -0.146348 -3.257117 -1.547936 -0.237 -0.318 0.154 0.06
C -2.859109 -1.501067 -2.715327 0.135 -0.028 0.534 0.44
C -3.472320 -2.644153 -1.953676 -0.531 -0.912 0.608 0.56
C -3.566691 -2.330072 -0.473993 -1.151 0.875 0.679 -0.13
O -4.334939 -3.315177 0.189948 0.241 -0.848 0.053 -0.49
C -5.078221 -2.765934 1.299110 -0.118 0.373 -0.660 -0.64
N -4.854147 -3.066699 -2.457696 -0.057 0.800 0.184 -0.09
H -4.735415 -3.481932 -3.377937 -0.370 -0.277 0.076 0.36
H -5.271160 -3.705139 -1.768883 0.208 -0.223 -0.086 0.39
H -5.546333 -2.311015 -2.556049 0.309 0.599 0.165 0.37
H -3.307271 -0.582466 -2.325176 -0.206 0.105 -0.352 -0.45
H -2.963833 -1.576775 -3.796604 -0.004 0.011 -0.022 0.38
H -1.806642 -1.498582 -2.421697 0.132 0.154 -0.261 -0.44
H -2.946939 -3.601225 -2.013945 0.330 0.068 -0.378 -0.62
H -4.075659 -1.364717 -0.353285 -0.022 0.234 -0.320 0.54
H -2.583246 -2.212756 -0.011820 0.317 -0.203 -0.287 -0.28
H -5.821017 -2.104769 0.849463 0.017 0.348 0.451 0.32
H -4.393961 -2.231101 1.959834 -0.107 0.166 0.036 0.24
H -5.604686 -3.523253 1.873228 0.269 -0.398 -0.305 0.29
C 4.779944 -1.697026 2.350197 -0.729 0.440 0.202 -1.48
C 4.481461 -1.057735 1.000318 1.181 -0.679 -0.214 0.73
C 5.675849 -1.078281 0.068906 0.795 -0.727 -0.444 -1.10
O 5.338793 -0.504094 -1.166371 -0.130 0.216 -0.037 -0.32
C 6.501870 -0.276265 -1.996051 -0.532 0.770 0.064 -0.85
N 3.378873 -1.787951 0.266757 -1.209 0.834 -0.034 0.32
H 2.436565 -1.648214 0.675726 -0.289 0.095 0.174 -0.27
H 3.183017 -1.410847 -0.671652 0.584 0.221 -0.098 0.30
H 3.532804 -2.788050 0.149932 0.441 0.034 0.192 0.45
H 3.899227 -1.604804 2.994156 -0.088 -0.163 -0.046 0.28
H 5.522967 -1.071942 2.844859 0.293 -0.309 -0.074 0.45
H 5.079781 -2.743202 2.330158 0.246 0.060 -0.181 0.39
H 4.255063 -0.011072 1.197869 -0.817 -0.074 -0.473 0.09
H 6.012380 -2.099752 -0.173011 -0.176 -0.226 0.557 0.47
H 6.549470 -0.621248 0.547484 -0.231 0.351 0.049 0.51
H 7.354395 -0.872076 -1.677621 -0.033 -0.104 -0.107 0.44
H 6.728476 0.788159 -1.922301 0.348 -0.070 0.076 0.30
H 6.234419 -0.461115 -3.033405 0.011 -0.322 0.063 0.25
C -5.969876 5.305540 5.235466 0.311 -0.174 -0.056 -1.40
C -4.864583 4.302127 5.530760 -0.409 -0.927 0.060 0.12
C -3.730157 4.231622 4.517077 0.213 0.261 -0.356 -0.75
O -2.698455 3.314989 4.897112 -0.313 0.240 0.949 -0.32
C -1.595284 3.350060 4.029351 0.985 -0.521 -0.650 -0.50
N -4.291811 4.560915 6.910611 0.348 -0.448 0.310 -0.24
H -5.028350 4.733655 7.601637 -0.032 0.387 -0.112 0.38
H -3.798875 3.733782 7.252404 -0.001 -0.088 -0.173 0.34
H -3.600904 5.312404 6.905976 -0.361 0.360 0.101 0.35
H -5.597299 6.314804 5.412473 -0.271 0.159 -0.333 0.42
H -6.858188 5.118981 5.839609 0.187 0.041 0.289 0.44
H -6.324377 5.152428 4.216313 0.243 0.328 -0.122 0.40
H -5.326417 3.318467 5.639575 0.153 -0.097 -0.139 0.30
H -3.274241 5.221096 4.380177 -0.137 0.103 -0.013 0.45
H -4.145374 3.922571 3.554727 -0.149 0.094 0.016 0.40
H -1.788252 2.846831 3.075900 -0.418 0.464 -0.167 0.48
H -0.746859 2.763664 4.401334 -0.447 -0.075 0.633 -0.23
H -1.177648 4.351058 3.867834 -0.480 0.166 -0.148 0.36
C 0.363637 -2.195051 -4.600258 0.067 0.044 0.235 -0.44
C -0.331951 -1.168783 -5.487937 -0.406 -0.048 0.494 0.15
C -0.192009 0.296824 -5.076777 -0.317 0.007 -0.231 -0.21
O -0.923289 1.067919 -5.987251 0.080 -0.174 -0.646 -0.44
C -1.719624 2.104238 -5.447818 -0.756 1.129 -0.228 -0.61
N 0.191085 -1.308324 -6.914663 0.670 0.478 -0.602 -0.14
H 0.336568 -2.262774 -7.248679 -0.087 -0.132 0.329 0.36
H -0.373246 -0.855021 -7.644070 -0.414 0.222 0.453 0.40
H 1.100376 -0.840768 -7.000253 0.072 -0.099 0.118 0.37
H 0.114213 -3.172458 -5.016548 0.633 -0.203 0.036 0.15
H 0.069462 -2.235291 -3.551721 -0.870 0.548 -0.218 -0.50
H 1.423609 -2.006762 -4.413867 0.213 -0.199 -0.872 0.41
H -1.387916 -1.420335 -5.581306 -0.054 0.121 0.079 0.29
H 0.873771 0.553089 -5.127810 0.051 0.136 0.268 0.25
H -0.578909 0.476128 -4.071218 0.325 -0.433 0.210 0.20
H -1.151502 2.962351 -5.075771 0.377 -0.390 0.415 0.13
H -2.459812 1.768553 -4.718162 0.294 -0.233 0.226 0.29
H -2.306795 2.574419 -6.238057 0.090 -0.508 -0.327 0.36
C 2.624831 2.885448 7.386096 -0.768 -0.724 0.237 -1.21
C 1.701315 3.809754 6.593450 0.765 -0.653 0.396 -0.01
C 1.777522 3.499437 5.111418 1.701 -0.433 -1.091 -0.79
O 1.418079 2.150407 4.874957 -1.716 -0.384 0.368 -0.18
C 1.763519 1.641747 3.567283 0.320 1.221 0.907 -0.90
N 0.286752 3.557193 7.085359 0.099 -0.046 -0.146 -0.20
H -0.365722 4.179566 6.608805 -0.119 0.107 0.264 0.29
H -0.014501 2.600328 6.879469 0.246 -0.061 -0.139 0.29
H 0.266444 3.668653 8.101686 -0.206 0.237 -0.018 0.42
H 3.665542 2.989207 7.093753 -0.035 0.092 -0.027 0.40
H 2.281448 1.863966 7.200030 0.383 -0.100 -0.241 0.21
H 2.541242 2.971636 8.471336 0.113 0.569 -0.029 0.43
H 1.940472 4.843137 6.840112 -0.198 0.138 -0.360 0.37
H 2.828709 3.517758 4.792410 0.208 0.665 0.523 0.60
H 1.330827 4.244252 4.442167 -0.725 -0.204 0.175 0.34
H 2.852814 1.571507 3.628243 0.010 -0.243 -0.784 0.45
H 1.421428 2.364857 2.823768 0.259 -0.082 -0.240 0.50
H 1.283507 0.688999 3.361486 0.012 -0.059 0.402 -0.05
C -0.066006 1.182593 -0.361854 -2.180 0.715 -0.080 -1.29
C 0.463878 -0.214807 -0.631718 1.422 1.383 0.792 0.37
O 0.588195 -0.944440 0.404614 0.297 -0.873 -0.223 -0.59
O 0.886859 -0.433938 -1.786492 -0.144 -0.908 0.074 -0.27
H -0.605727 1.556073 -1.235798 0.336 0.055 -0.219 0.23
H 0.568408 2.000878 -0.014504 0.776 -0.565 -0.234 0.40
H -0.869444 1.186009 0.382493 0.130 -0.418 0.182 0.31
C -3.740291 2.066965 -1.274922 1.411 -1.057 -0.039 -0.25
C -5.092311 1.467813 -1.683256 -1.793 1.451 0.167 0.39
O -5.345653 0.279023 -1.329353 0.967 -1.353 -0.074 -0.64
O -5.896744 2.256802 -2.203166 0.935 -0.474 -0.057 -0.70
H -3.801213 2.769057 -0.442763 -0.280 0.195 -0.269 0.41
H -3.183756 2.493091 -2.115287 -0.458 0.514 -0.024 0.14
H -3.057450 1.268032 -0.942326 -0.184 -0.093 0.251 -0.24
```
Forces are in eV/Å.

Calculated values
Lowest unoccupied orbital energy: -11.5 eV
E: -75411.6094 eV
E_HOMO: -16.231 eV
HOMO-LUMO gap: 0.17536 Eh
Charge: +6
ΔE to the lowest compared entry with this formula, charge and spin: 0.00 kJ/mol